Record 1
C23H24N4O3 in the gas phase at a distorted geometry. Source: the OMol25 dataset; level of theory: ωB97M-V/def2-TZVPD.

Multiplicity   1
SMILES string   O=c1[nH]c(=O)n(CCC2=CCCCC2)c(O)c1/C=N/Nc1cccc2ccccc12
LUMO   0.325 eV
Kohn-Sham gap   7.8 eV
Energy above the lowest of the compared OMol25 structures with the same formula, charge and spin   0.880 eV

CARTESIAN COORDINATES (ANGSTROEM)
O -0.342 5.620 0.510
C 0.213 4.575 0.251
N 1.600 4.536 0.104
C 2.393 3.459 -0.185
O 3.594 3.537 -0.280
N 1.705 2.267 -0.374
C 2.479 1.068 -0.658
C 2.691 0.231 0.609
C 3.444 -1.031 0.291
C 2.828 -2.201 0.197
C 3.509 -3.491 -0.142
C 4.904 -3.257 -0.713
C 5.639 -2.228 0.138
C 4.921 -0.884 0.051
C 0.353 2.185 -0.242
O -0.167 0.983 -0.445
C -0.418 3.287 0.067
C -1.848 3.205 0.197
N -2.465 2.083 0.106
N -3.797 2.035 0.231
C -4.551 0.902 -0.021
C -5.836 1.076 -0.495
C -6.644 -0.017 -0.812
C -6.168 -1.291 -0.672
C -4.880 -1.516 -0.143
C -4.394 -2.826 0.055
C -3.175 -3.048 0.630
C -2.401 -1.964 1.063
C -2.833 -0.681 0.867
C -4.061 -0.414 0.228
H 2.086 5.417 0.233
H 3.438 1.402 -1.056
H 1.944 0.481 -1.406
H 1.716 -0.018 1.031
H 3.246 0.830 1.334
H 1.764 -2.268 0.385
H 2.895 -4.049 -0.854
H 3.578 -4.101 0.766
H 5.458 -4.196 -0.743
H 4.820 -2.882 -1.736
H 5.655 -2.567 1.176
H 6.671 -2.121 -0.199
H 5.342 -0.185 0.777
H 5.081 -0.451 -0.942
H -1.155 1.058 -0.336
H -2.365 4.148 0.376
H -4.300 2.922 0.230
H -6.215 2.078 -0.644
H -7.639 0.158 -1.192
H -6.774 -2.141 -0.946
H -5.017 -3.655 -0.250
H -2.814 -4.056 0.777
H -1.461 -2.146 1.562
H -2.246 0.140 1.243

Forces on atoms 1 to 2 (eV/Å):
-0.19 0.22 0.06
0.21 -0.51 -0.11

Record 2
A molecular structure, C23H24N9O3PS3Sc at a distorted geometry. Source: the OMol25 dataset; level of theory: ωB97M-V/def2-TZVPD.

Multiplicity   2
LUMO (spin up / spin down)   -0.055 / -0.050 eV
Kohn-Sham gap (spin up / spin down)   5.5 / 7.3 eV
Energy above the lowest of the compared OMol25 structures with the same formula, charge and spin   0.000 eV

CARTESIAN COORDINATES (ANGSTROEM)
Sc 0.846 0.551 1.190
N 3.023 2.540 3.204
N 1.935 3.416 3.226
C 0.674 3.014 3.011
N -0.182 4.020 2.619
N 0.414 1.753 3.130
N -0.945 0.035 3.621
O -1.767 -0.973 3.072
O -0.263 -0.416 4.632
H 3.758 2.811 3.866
H 3.386 2.366 2.286
H 2.159 4.355 2.943
H 0.222 4.687 1.989
H -1.026 3.683 2.155
O 0.061 -1.252 1.711
C -1.206 -1.419 1.861
C -2.091 -1.865 0.866
C -3.314 -2.561 1.107
C -4.003 -3.251 0.133
C -3.547 -3.192 -1.193
C -2.443 -2.439 -1.522
C -1.657 -1.802 -0.517
P -0.466 -0.485 -1.000
C 0.513 -1.208 -2.340
C 0.854 -2.555 -2.272
C 1.613 -3.124 -3.311
C 1.862 -2.357 -4.454
C 1.518 -0.982 -4.518
C 0.840 -0.416 -3.455
C -1.498 0.726 -1.877
C -2.268 0.510 -3.012
C -3.112 1.544 -3.556
C -3.047 2.829 -3.024
C -2.154 3.093 -1.981
C -1.444 2.032 -1.442
H -3.613 -2.565 2.153
H -4.901 -3.801 0.368
H -4.175 -3.657 -1.885
H -2.195 -2.334 -2.564
H 0.524 -3.220 -1.407
H 1.961 -4.145 -3.334
H 2.320 -2.783 -5.332
H 1.736 -0.390 -5.386
H 0.603 0.637 -3.555
H -2.229 -0.442 -3.522
H -3.749 1.296 -4.370
H -3.687 3.594 -3.321
H -2.072 4.085 -1.528
H -0.827 2.267 -0.572
N 2.109 -0.235 3.014
N 2.730 -1.448 2.781
C 3.246 -1.701 1.585
N 3.685 -2.950 1.242
S 3.225 -0.466 0.372
H 2.711 0.499 3.384
H 1.331 -0.302 3.681
H 2.509 -2.200 3.420
H 3.938 -3.684 1.874
H 4.132 -2.970 0.291
S 2.627 4.887 0.545
C 1.888 3.454 0.263
N 1.518 2.347 0.257
S -1.781 1.399 1.507
C -0.808 1.161 2.894

Forces on atoms 1 to 2 (eV/Å):
-0.02 -0.82 0.25
-0.15 -0.40 1.35

Record 3
A molecular structure, C23H25As2BCrF7N4O3S3Se at a distorted geometry. Source: the OMol25 dataset; level of theory: ωB97M-V/def2-TZVPD.

Multiplicity   6
LUMO (spin up / spin down)   4.497 / 3.783 eV
Net charge   -2
Kohn-Sham gap (spin up / spin down)   6.1 / 5.3 eV
Energy above the lowest of the compared OMol25 structures with the same formula, charge and spin   3.453 eV

CARTESIAN COORDINATES (ANGSTROEM)
Cr 0.497 0.139 0.301
C 0.396 -0.965 4.291
As -0.106 0.079 2.687
C -0.380 1.809 3.621
C -2.081 -0.392 2.688
C -2.715 -0.716 3.882
C -3.972 -1.295 3.899
C -4.605 -1.573 2.699
C -3.989 -1.238 1.504
C -2.735 -0.636 1.479
As -1.936 0.052 -0.188
C -3.253 -0.612 -1.521
C -2.958 1.741 0.078
H 0.296 -0.354 5.197
H 1.443 -1.262 4.194
H -0.220 -1.861 4.348
H -1.162 1.700 4.383
H -0.678 2.567 2.895
H 0.554 2.122 4.098
H -2.207 -0.508 4.821
H -4.454 -1.538 4.841
H -5.572 -2.065 2.696
H -4.490 -1.466 0.570
H -4.275 -0.314 -1.262
H -3.154 -1.693 -1.600
H -2.979 -0.148 -2.465
H -4.014 1.515 0.262
H -2.867 2.369 -0.806
H -2.555 2.285 0.932
S 3.230 1.016 3.598
C 2.215 0.528 2.409
F 1.034 4.169 -0.566
B 0.025 3.380 -0.124
F -0.636 2.723 -1.146
F -0.857 4.093 0.659
F 0.552 2.306 0.708
Se 2.850 -2.569 1.785
N 2.323 0.280 1.153
C 3.524 0.365 0.431
C 3.815 1.548 -0.230
C 4.947 1.660 -1.020
C 5.812 0.579 -1.134
C 5.543 -0.598 -0.482
C 4.388 -0.766 0.321
N 4.244 -1.962 0.894
H 3.134 2.386 -0.145
H 5.148 2.581 -1.548
H 6.699 0.670 -1.751
H 6.203 -1.449 -0.582
F 1.082 -4.702 -0.575
C 0.290 -4.476 0.476
F -0.770 -5.298 0.340
F 0.924 -4.900 1.570
S -0.350 -2.692 0.572
O -0.552 -2.516 1.981
O -1.553 -2.783 -0.209
O 0.694 -1.890 -0.029
C 0.783 1.912 -6.568
C 0.268 1.093 -5.423
C -0.862 0.280 -5.546
C -1.308 -0.303 -4.370
N -0.694 -0.173 -3.209
C 0.471 0.509 -3.219
S 1.491 0.495 -1.867
N 0.928 1.177 -4.294
H 0.681 1.371 -7.507
H 1.824 2.160 -6.380
H 0.210 2.836 -6.633
H -1.365 0.128 -6.489
H -2.209 -0.912 -4.371

Forces on atoms 1 to 2 (eV/Å):
0.71 0.80 -0.75
0.15 -0.24 -0.20

Record 4
A molecular structure, C23H25AsIrN2O3S3. Source: the OMol25 dataset; level of theory: ωB97M-V/def2-TZVPD.

Multiplicity   2
LUMO (spin up / spin down)   -7.387 / -8.784 eV
Net charge   +2
Kohn-Sham gap (spin up / spin down)   7.3 / 6.0 eV
Energy above the lowest of the compared OMol25 structures with the same formula, charge and spin   0.000 eV

CARTESIAN COORDINATES (ANGSTROEM)
Ir 0.431 0.328 0.410
S 1.231 -0.623 2.254
C 0.857 0.328 3.644
C 1.149 -0.207 4.908
C 0.832 0.519 6.041
C 0.236 1.771 5.929
C -0.036 2.320 4.674
C 0.281 1.603 3.539
As 0.105 2.260 1.750
C -1.440 3.350 1.622
C -1.381 4.549 0.920
C -2.528 5.320 0.809
C -3.712 4.892 1.393
C -3.763 3.694 2.095
C -2.625 2.912 2.212
C 1.730 3.144 1.282
C 2.672 3.488 2.248
C 3.873 4.052 1.845
C 4.133 4.257 0.495
C 3.193 3.906 -0.465
C 1.985 3.345 -0.078
H 1.608 -1.185 4.988
H 1.048 0.110 7.018
H -0.008 2.332 6.821
H -0.484 3.303 4.597
H -0.453 4.887 0.476
H -2.495 6.259 0.273
H -4.603 5.500 1.307
H -4.688 3.375 2.555
H -2.658 1.983 2.771
H 2.477 3.328 3.301
H 4.609 4.332 2.586
H 5.074 4.695 0.194
H 3.395 4.066 -1.515
H 1.254 3.084 -0.835
C -0.722 -0.908 -3.142
S 0.618 -0.165 -2.294
O 1.020 -1.087 -1.151
O 1.655 0.165 -3.197
O 0.040 1.014 -1.518
H -0.345 -1.809 -3.625
H -1.062 -0.198 -3.894
H -1.514 -1.129 -2.429
C -3.945 -2.286 1.757
N -2.691 -2.794 1.227
C -2.520 -4.215 0.875
C -1.046 -4.279 0.453
N -0.737 -2.857 0.237
C -1.684 -2.084 0.748
S -1.705 -0.346 0.781
H -4.292 -2.958 2.539
H -4.702 -2.227 0.974
H -3.790 -1.300 2.188
H -3.204 -4.473 0.063
H -2.742 -4.841 1.735
H -0.894 -4.850 -0.459
H -0.409 -4.685 1.239
H 0.080 -2.495 -0.239

Forces on atoms 1 to 2 (eV/Å):
-0.10 -0.14 0.10
-0.01 0.01 -0.13

Copy entry 4 word for word.
A molecular structure, C23H25AsIrN2O3S3. Source: the OMol25 dataset; level of theory: ωB97M-V/def2-TZVPD.

Multiplicity   2
LUMO (spin up / spin down)   -7.387 / -8.784 eV
Net charge   +2
Kohn-Sham gap (spin up / spin down)   7.3 / 6.0 eV
Energy above the lowest of the compared OMol25 structures with the same formula, charge and spin   0.000 eV

CARTESIAN COORDINATES (ANGSTROEM)
Ir 0.431 0.328 0.410
S 1.231 -0.623 2.254
C 0.857 0.328 3.644
C 1.149 -0.207 4.908
C 0.832 0.519 6.041
C 0.236 1.771 5.929
C -0.036 2.320 4.674
C 0.281 1.603 3.539
As 0.105 2.260 1.750
C -1.440 3.350 1.622
C -1.381 4.549 0.920
C -2.528 5.320 0.809
C -3.712 4.892 1.393
C -3.763 3.694 2.095
C -2.625 2.912 2.212
C 1.730 3.144 1.282
C 2.672 3.488 2.248
C 3.873 4.052 1.845
C 4.133 4.257 0.495
C 3.193 3.906 -0.465
C 1.985 3.345 -0.078
H 1.608 -1.185 4.988
H 1.048 0.110 7.018
H -0.008 2.332 6.821
H -0.484 3.303 4.597
H -0.453 4.887 0.476
H -2.495 6.259 0.273
H -4.603 5.500 1.307
H -4.688 3.375 2.555
H -2.658 1.983 2.771
H 2.477 3.328 3.301
H 4.609 4.332 2.586
H 5.074 4.695 0.194
H 3.395 4.066 -1.515
H 1.254 3.084 -0.835
C -0.722 -0.908 -3.142
S 0.618 -0.165 -2.294
O 1.020 -1.087 -1.151
O 1.655 0.165 -3.197
O 0.040 1.014 -1.518
H -0.345 -1.809 -3.625
H -1.062 -0.198 -3.894
H -1.514 -1.129 -2.429
C -3.945 -2.286 1.757
N -2.691 -2.794 1.227
C -2.520 -4.215 0.875
C -1.046 -4.279 0.453
N -0.737 -2.857 0.237
C -1.684 -2.084 0.748
S -1.705 -0.346 0.781
H -4.292 -2.958 2.539
H -4.702 -2.227 0.974
H -3.790 -1.300 2.188
H -3.204 -4.473 0.063
H -2.742 -4.841 1.735
H -0.894 -4.850 -0.459
H -0.409 -4.685 1.239
H 0.080 -2.495 -0.239

Forces on atoms 1 to 2 (eV/Å):
-0.10 -0.14 0.10
-0.01 0.01 -0.13